1.
CH2F3N2 | ωB97M-V/def2-TZVPD

## Properties
HOMO-LUMO gap (eV): 11.06
Charge: +1
Energy above the lowest of the compared OMol25 structures with the same formula, charge and spin (kcal per mole): 63.93
Maximum force (eV Å⁻¹): 8.155
Structure (SMILES): NC(F)=[N+](F)F
E_HOMO (eV): -17.054

Last column: Mulliken charge in e.
Cartesian coordinates (Å):
C: -1.686 -0.552 -0.142  0.44
N: 0.060 -0.117 -0.264  -0.36
N: -2.652 0.255 -0.053  0.52
F: -1.990 -1.838 0.020  -0.07
F: -3.936 -0.091 0.000  -0.05
F: -2.553 1.594 -0.098  -0.07
H: 0.270 0.769 -0.508  0.28
H: 0.498 -0.788 -0.873  0.31

---

2.
C35H44N2O5 | ωB97M-V/def2-TZVPD

## Properties
HOMO-LUMO gap (eV): 3.99
Energy above the lowest of the compared OMol25 structures with the same formula, charge and spin (kcal per mole): 32.57
Maximum force (eV Å⁻¹): 2.248
E_HOMO (eV): -5.700

Last column: Mulliken charge in e.
Cartesian coordinates (Å):
C: -8.124 -0.651 0.473  -1.54
C: -7.604 -1.395 -0.768  2.13
C: -8.187 -2.811 -0.772  -2.11
C: -8.110 -0.653 -2.016  -1.61
C: -6.063 -1.401 -0.757  0.18
C: -5.299 -2.579 -0.758  0.09
C: -3.922 -2.547 -0.756  -0.96
C: -3.188 -1.301 -0.616  0.05
O: -1.971 -1.260 -0.298  -0.70
C: -4.006 -0.105 -0.771  -0.83
C: -5.379 -0.173 -0.765  -0.23
H: -7.776 0.388 0.486  0.32
H: -9.222 -0.650 0.481  0.43
H: -7.773 -1.146 1.387  0.31
H: -7.867 -3.361 -1.665  0.42
H: -7.876 -3.364 0.121  0.41
H: -9.284 -2.760 -0.778  0.43
H: -7.751 -1.151 -2.925  0.37
H: -9.208 -0.649 -2.035  0.44
H: -7.760 0.386 -2.030  0.32
H: -5.799 -3.550 -0.760  0.34
H: -3.350 -3.470 -0.747  0.38
H: -3.498 0.854 -0.782  0.37
H: -5.957 0.756 -0.769  0.26
C: 7.171 0.998 -3.352  -0.82
O: 6.472 2.220 -3.682  -0.43
C: 5.161 2.316 -3.340  0.80
C: 4.428 1.364 -2.626  -0.89
C: 3.196 1.701 -2.065  -0.21
C: 2.515 0.745 -1.117  -1.13
C: 2.839 1.056 0.353  0.28
C: 4.323 0.890 0.705  0.21
O: 5.265 1.575 0.305  -0.71
N: 4.414 -0.147 1.587  0.37
C: 5.688 -0.620 2.077  -1.02
C: 3.149 -0.707 2.043  0.16
C: 3.084 -2.190 1.643  -1.54
C: 3.033 -0.526 3.566  -1.66
N: 2.196 0.130 1.293  0.44
C: 0.859 -0.013 1.330  0.45
C: 0.210 -0.941 2.131  1.12
C: -1.163 -1.095 2.236  -1.09
C: -1.771 -2.060 3.112  0.87
C: -3.185 -2.125 3.233  -0.28
C: -3.797 -3.031 4.091  -0.70
C: -3.023 -3.909 4.869  -0.36
C: -1.626 -3.861 4.779  -0.71
C: -1.005 -2.954 3.923  -0.31
C: 2.610 2.936 -2.345  -0.72
C: 3.289 3.880 -3.125  0.55
O: 2.870 5.144 -3.393  -0.43
C: 1.532 5.519 -3.000  -0.87
C: 4.551 3.547 -3.667  1.07
O: 5.246 4.474 -4.389  -0.56
C: 6.084 5.421 -3.663  -0.56
H: 8.151 1.109 -3.818  0.26
H: 7.272 0.895 -2.261  0.31
H: 6.651 0.118 -3.762  0.33
H: 4.863 0.377 -2.438  0.24
H: 1.422 0.806 -1.236  0.57
H: 2.831 -0.293 -1.323  0.38
H: 2.541 2.098 0.580  0.25
H: 6.488 -0.052 1.599  0.38
H: 5.751 -0.495 3.164  0.29
H: 5.811 -1.686 1.851  0.33
H: 3.328 -2.292 0.576  0.34
H: 3.811 -2.754 2.241  0.48
H: 2.092 -2.612 1.811  0.43
H: 3.229 0.525 3.819  0.37
H: 2.041 -0.789 3.934  0.40
H: 3.773 -1.167 4.063  0.47
H: 0.282 0.640 0.671  0.47
H: 0.833 -1.587 2.746  -0.93
H: -1.807 -0.387 1.721  0.27
H: -3.778 -1.441 2.621  0.33
H: -4.885 -3.062 4.156  0.39
H: -3.504 -4.624 5.538  0.38
H: -1.013 -4.540 5.375  0.37
H: 0.086 -2.939 3.882  0.27
H: 1.622 3.171 -1.934  0.42
H: 1.389 6.512 -3.427  0.25
H: 0.784 4.820 -3.403  0.35
H: 1.447 5.558 -1.904  0.33
H: 6.535 6.038 -4.441  0.27
H: 5.461 6.027 -2.996  0.22
H: 6.852 4.880 -3.099  0.21

---

3.
C6H11Cl13 | ωB97M-V/def2-TZVPD

## Properties
HOMO-LUMO gap (eV): 10.92
Energy above the lowest of the compared OMol25 structures with the same formula, charge and spin (kcal per mole): 19.55
Maximum force (eV Å⁻¹): 1.769
Structure (SMILES): ClC(Cl)Cl.ClCCl.ClCCl.ClCCl.ClCCl.ClCCl
E_HOMO (eV): -10.676

Last column: Mulliken charge in e.
Cartesian coordinates (Å):
C: -0.031 -2.228 -0.771  0.93
Cl: 0.689 -3.792 -0.625  -0.14
Cl: -1.499 -2.212 0.115  -0.15
Cl: -0.304 -1.785 -2.405  -0.13
H: 0.633 -1.521 -0.273  -0.55
C: -1.495 1.217 1.645  -0.36
Cl: -2.164 1.572 0.051  -0.11
Cl: 0.255 1.564 1.947  -0.10
H: -2.082 1.828 2.329  0.39
H: -1.713 0.181 1.904  0.20
C: -5.285 -1.368 -0.005  0.29
Cl: -5.568 0.312 -0.627  -0.16
Cl: -5.646 -2.645 -1.147  -0.15
H: -4.206 -1.317 0.139  -0.26
H: -5.901 -1.582 0.869  0.30
C: 3.222 1.333 -0.171  0.14
Cl: 3.013 3.037 -0.661  -0.15
Cl: 2.370 0.194 -1.219  -0.07
H: 4.294 1.136 -0.197  0.35
H: 2.963 1.101 0.861  -0.28
C: 3.406 -0.611 3.309  -0.36
Cl: 2.214 -1.252 2.135  -0.04
Cl: 2.764 0.327 4.673  -0.15
H: 3.885 -1.394 3.896  0.33
H: 4.151 0.024 2.830  0.25
C: 0.379 1.501 -3.594  0.17
Cl: 1.749 1.281 -4.751  -0.16
Cl: -0.457 3.044 -3.957  -0.17
H: -0.256 0.632 -3.767  0.13
H: 0.619 1.424 -2.533  0.01

---

4.
C44H44N6P2S2SeTl | ωB97M-V/def2-TZVPD

## Properties
HOMO-LUMO gap (eV): 7.02
Charge: +1
Energy above the lowest of the compared OMol25 structures with the same formula, charge and spin (kcal per mole): 0.00
Maximum force (eV Å⁻¹): 0.451
E_HOMO (eV): -10.136

Last column: Mulliken charge in e.
Cartesian coordinates (Å):
Tl: 0.434 0.280 -0.220  1.57
N: -0.223 0.361 2.330  0.20
C: 0.845 0.857 3.134  -0.70
C: 0.952 0.566 4.464  -0.23
C: 2.014 1.078 5.240  -0.95
C: 2.945 1.897 4.674  -0.92
C: 2.876 2.201 3.294  0.86
C: 3.838 3.012 2.644  -0.63
C: 3.764 3.209 1.300  -1.22
C: 2.732 2.570 0.586  -0.12
N: 1.804 1.847 1.159  0.46
C: 1.841 1.660 2.509  0.36
H: -0.699 -0.417 2.772  0.08
H: -0.905 1.100 2.162  0.12
H: 0.198 -0.055 4.933  0.54
H: 2.069 0.829 6.290  0.42
H: 3.750 2.316 5.265  0.46
H: 4.638 3.449 3.229  0.43
H: 4.499 3.796 0.769  0.42
H: 2.691 2.635 -0.496  0.55
N: -1.846 -2.324 -0.737  0.23
P: -2.060 -0.678 -0.562  0.26
C: -3.053 -0.120 -1.957  0.16
C: -2.567 0.847 -2.828  -0.07
C: -3.303 1.194 -3.955  -0.95
C: -4.520 0.582 -4.202  -0.53
C: -5.019 -0.373 -3.321  -0.84
C: -4.292 -0.720 -2.197  -0.48
C: -3.120 -0.482 0.887  0.47
C: -3.954 0.629 1.013  -0.46
C: -4.702 0.802 2.166  -0.75
C: -4.623 -0.128 3.195  -0.60
C: -3.799 -1.237 3.071  -0.52
C: -3.045 -1.416 1.920  -0.87
P: -0.289 -2.980 -1.055  0.52
C: -0.377 -4.583 -0.204  0.37
C: -1.177 -5.637 -0.648  -0.46
C: -1.249 -6.812 0.081  -0.71
C: -0.513 -6.948 1.254  -0.46
C: 0.296 -5.912 1.694  -0.58
C: 0.363 -4.731 0.965  -0.31
C: -0.391 -3.431 -2.812  0.51
C: -1.313 -2.857 -3.681  -0.09
C: -1.277 -3.157 -5.039  -0.63
C: -0.323 -4.029 -5.534  -0.54
C: 0.609 -4.598 -4.672  -0.61
C: 0.579 -4.297 -3.322  -0.76
H: -2.660 -2.873 -1.001  0.47
H: -1.619 1.322 -2.632  0.48
H: -2.914 1.935 -4.640  0.48
H: -5.089 0.849 -5.082  0.43
H: -5.974 -0.842 -3.513  0.44
H: -4.694 -1.452 -1.506  0.40
H: -4.023 1.352 0.211  0.44
H: -5.354 1.660 2.260  0.45
H: -5.216 0.006 4.090  0.41
H: -3.750 -1.971 3.865  0.46
H: -2.412 -2.290 1.812  0.54
H: -1.727 -5.546 -1.578  0.38
H: -1.868 -7.628 -0.267  0.42
H: -0.563 -7.871 1.817  0.39
H: 0.882 -6.025 2.596  0.42
H: 1.007 -3.922 1.295  0.35
H: -2.057 -2.159 -3.317  0.06
H: -1.997 -2.702 -5.706  0.44
H: -0.296 -4.263 -6.589  0.40
H: 1.361 -5.274 -5.055  0.42
H: 1.314 -4.740 -2.659  0.39
C: 7.732 1.626 1.301  -1.71
C: 6.438 0.934 0.974  0.62
C: 5.739 0.222 1.937  -0.70
C: 4.541 -0.429 1.652  1.01
C: 3.896 -1.226 2.753  -1.98
C: 4.020 -0.352 0.351  0.14
Se: 2.440 -1.365 -0.066  0.28
C: 4.725 0.338 -0.648  0.79
C: 4.273 0.396 -2.082  -1.62
C: 5.915 0.974 -0.312  -0.84
H: 7.963 1.556 2.363  0.36
H: 7.696 2.683 1.029  0.36
H: 8.562 1.182 0.749  0.38
H: 6.136 0.163 2.944  0.33
H: 4.327 -0.953 3.715  0.36
H: 4.057 -2.297 2.605  0.43
H: 2.819 -1.077 2.792  0.30
H: 3.194 0.313 -2.186  -0.04
H: 4.710 -0.426 -2.653  0.41
H: 4.600 1.326 -2.547  0.43
H: 6.452 1.513 -1.086  0.46
N: -0.908 5.174 0.341  -0.42
C: -0.601 4.033 -0.282  0.50
N: 0.265 4.067 -1.284  -0.05
S: -1.345 2.578 0.222  -0.28
H: -0.588 6.069 0.011  0.19
H: -1.580 5.147 1.088  0.21
H: 0.659 4.935 -1.608  0.25
H: 0.456 3.199 -1.796  -0.07
S: 1.116 0.398 -4.780  -0.34
C: 0.933 0.965 -3.301  0.25
N: 0.795 1.378 -2.194  -0.67

---

5.
C8H16N2O2 | ωB97M-V/def2-TZVPD

## Properties
HOMO-LUMO gap (eV): 9.36
Energy above the lowest of the compared OMol25 structures with the same formula, charge and spin (kcal per mole): 17.85
Maximum force (eV Å⁻¹): 5.424
Structure (SMILES): N[C@H]1C[C@H](O)C1.CN1CCC1=O
E_HOMO (eV): -8.779

Last column: Mulliken charge in e.
Cartesian coordinates (Å):
C: -0.962 -2.517 -2.847  -0.91
C: 0.217 -1.167 -0.880  -0.35
C: 1.089 -0.026 -1.452  -0.34
C: 0.622 -0.510 -2.824  0.35
C: -1.153 1.609 2.658  0.36
C: -0.870 0.105 2.467  -0.87
C: 0.506 0.493 1.886  0.05
C: -0.051 1.897 1.620  -0.93
H: -0.389 -3.176 -3.510  0.28
H: -1.780 -2.069 -3.427  0.28
H: -1.393 -3.125 -2.045  0.37
H: 0.739 -1.972 -0.373  0.26
H: -0.635 -0.842 -0.283  0.14
H: 0.773 0.971 -1.198  0.13
H: 2.185 -0.106 -1.308  0.23
H: -0.748 3.058 4.040  0.22
H: -1.391 1.703 4.682  0.23
H: -2.175 1.947 2.386  0.33
H: -1.497 -0.318 1.675  0.18
H: -0.894 -0.528 3.359  0.38
H: 1.288 0.517 2.673  0.33
H: 1.382 -0.951 1.061  0.31
H: 0.606 2.763 1.800  0.34
H: -0.475 1.958 0.606  0.21
N: -0.128 -1.503 -2.260  0.16
N: -0.729 2.041 3.985  -0.70
O: 0.798 -0.187 -3.970  -0.68
O: 0.954 -0.176 0.723  -0.35

---

6.
C3H6N2O2 | ωB97M-V/def2-TZVPD

## Properties
HOMO-LUMO gap (eV): 9.34
Energy above the lowest of the compared OMol25 structures with the same formula, charge and spin (kcal per mole): 172.64
Maximum force (eV Å⁻¹): 3.566
Structure (SMILES): C=[N+]([O-])O.C=C=N
E_HOMO (eV): -8.972

Last column: Mulliken charge in e.
Cartesian coordinates (Å):
C: 1.215 1.051 0.597  -0.89
C: 1.502 0.453 -0.501  0.71
C: -0.616 -0.762 -0.611  -0.94
N: 2.056 0.051 -1.518  -0.54
N: -1.436 -0.261 0.217  0.67
O: -1.318 -0.811 1.437  -0.41
O: -2.255 0.703 0.154  -0.69
H: 0.923 0.423 1.470  0.23
H: 0.819 1.993 0.648  0.32
H: -0.807 -0.886 -1.688  0.37
H: 0.039 -1.491 -0.126  0.52
H: 1.392 -0.423 -2.168  0.29
H: -1.514 -0.039 2.090  0.38

---

Look up the E_HOMO of the fourth one. -10.136 eV

---

What is the energy above the lowest of the compared OMol25 structures with the same formula, charge and spin in the second record? 32.57 kcal per mole

---

What is the formula in the third record? C6H11Cl13